(1)
C24H32N6O2S | ωB97M-V with the def2-TZVPD basis set

Summary:
frontier orbital gap: 8.4 eV
energy relative to the best compared isomer or geometry (same formula, charge and spin): 4.0 kcal/mol

The geometry in ORCA input format:
```
! wB97M-V def2-TZVPD RIJCOSX def2/J DEFGRID3
* xyz 0 1
C -3.478 -1.103 5.115
C -3.266 -1.001 3.601
C -2.977 -2.387 3.013
C -2.085 -0.061 3.299
C -2.078 0.289 1.849
C -3.289 0.641 1.277
C -3.338 0.939 -0.111
N -4.453 1.237 -0.820
C -5.804 0.784 -0.547
C -6.451 0.667 -1.929
C -5.731 1.753 -2.722
C -4.301 1.621 -2.216
N -2.212 1.000 -0.836
C -1.073 0.689 -0.262
S 0.440 0.724 -1.135
C 1.302 0.148 0.287
C 2.665 -0.156 0.471
N 3.641 -0.007 -0.446
C 3.438 0.536 -1.771
C 4.772 0.981 -2.356
N 5.668 -0.152 -2.536
C 7.034 0.260 -2.813
C 7.731 -0.824 -3.643
O 7.013 -1.091 -4.818
C 5.538 -1.126 -1.454
C 4.970 -0.512 -0.176
N 3.052 -0.638 1.664
C 2.152 -0.790 2.616
N 0.870 -0.518 2.558
C 0.439 -0.050 1.378
C -0.917 0.276 1.067
C -4.404 0.678 2.287
O -4.486 -0.529 3.016
H -2.572 -1.458 5.599
H -3.741 -0.130 5.523
H -4.290 -1.794 5.325
H -2.786 -2.307 1.945
H -3.837 -3.034 3.163
H -2.108 -2.828 3.493
H -1.142 -0.530 3.574
H -2.198 0.855 3.887
H -5.804 -0.170 -0.016
H -6.341 1.532 0.052
H -7.529 0.807 -1.889
H -6.240 -0.312 -2.360
H -5.802 1.610 -3.798
H -6.136 2.733 -2.469
H -3.726 2.546 -2.281
H -3.751 0.847 -2.762
H 2.976 -0.209 -2.432
H 2.773 1.401 -1.716
H 5.208 1.752 -1.698
H 4.598 1.436 -3.335
H 7.614 0.470 -1.901
H 6.993 1.172 -3.413
H 7.842 -1.743 -3.049
H 8.725 -0.487 -3.947
H 6.081 -1.135 -4.563
H 6.511 -1.571 -1.240
H 4.867 -1.926 -1.787
H 4.895 -1.257 0.618
H 5.621 0.297 0.180
H 2.523 -1.184 3.554
H -4.215 1.521 2.976
H -5.393 0.817 1.861
*
```

***

(2)
C24H32NORu | ωB97M-V with the def2-TZVPD basis set

Summary:
<S²>: 8.7888
frontier orbital gap (spin up / spin down): 1.5 / 5.9 eV

The geometry in ORCA input format:
```
! wB97M-V def2-TZVPD RIJCOSX def2/J DEFGRID3
* xyz -2 6
Ru 0.336 0.788 0.096
C 2.198 0.940 0.924
C 2.547 0.060 -0.174
C 2.644 0.852 -1.357
H 2.791 -0.996 -0.072
C 2.197 2.157 -1.066
C 1.904 2.239 0.341
H 1.653 3.128 0.914
H 2.281 0.726 1.982
H 3.069 0.516 -2.298
H 2.096 2.978 -1.774
C -1.826 0.796 0.428
C -1.127 2.008 0.850
C -0.840 2.753 -0.356
H -1.010 2.350 1.872
C -1.430 2.072 -1.461
C -1.998 0.863 -0.992
H -2.513 0.109 -1.579
H -2.258 0.067 1.106
H -0.334 3.714 -0.387
H -1.461 2.452 -2.476
O 0.242 -0.242 -2.595
C 0.137 0.125 -4.012
C 0.832 -1.178 -4.465
C 0.892 1.388 -4.327
C -1.313 0.187 -4.447
C 0.784 -1.542 -2.991
H 1.847 -1.030 -4.852
H 0.217 -1.812 -5.110
H 0.065 -2.340 -2.759
H 1.758 -1.716 -2.520
H 0.850 1.571 -5.409
H 1.939 1.307 -4.025
H 0.436 2.245 -3.819
H -1.378 -0.028 -5.522
H -1.721 1.187 -4.269
H -1.910 -0.548 -3.896
C -2.287 0.264 3.831
N -0.976 0.026 4.342
C -0.896 -0.623 5.613
C 0.172 0.027 3.467
C 0.209 -1.167 2.553
C 0.182 -2.436 3.147
C 0.031 -3.578 2.360
C -0.015 -3.467 0.968
C 0.053 -2.203 0.374
C 0.180 -1.070 1.160
H -2.952 0.469 4.682
H -2.706 -0.608 3.291
H -2.290 1.120 3.143
H -1.305 -1.651 5.590
H 0.148 -0.665 5.947
H -1.504 -0.053 6.329
H 0.179 0.970 2.893
H 1.075 0.023 4.105
H 0.250 -2.517 4.239
H -0.048 -4.555 2.840
H -0.100 -4.355 0.335
H 0.004 -2.098 -0.709
*
```

***

(3)
C24H33Al2B2Br6ClF7N2O26PSV | ωB97M-V with the def2-TZVPD basis set

Summary:
frontier orbital gap: 0.7 eV

The geometry in ORCA input format:
```
! wB97M-V def2-TZVPD RIJCOSX def2/J DEFGRID3
* xyz -1 1
C 3.025 -1.473 1.104
C 3.094 -1.658 -0.557
O 4.362 -1.790 -1.038
N 1.873 -1.729 -1.446
C 2.128 -2.447 -2.751
C 3.080 -1.943 -3.985
O 1.481 -3.633 -2.926
P 1.062 -0.157 -1.654
O 2.570 0.649 -1.325
B 2.431 2.092 -1.695
O 2.687 2.570 -3.096
O 2.050 3.109 -0.672
O 0.379 -0.034 -0.025
C -1.101 -0.047 -0.190
C -1.314 -1.392 -1.161
N -2.729 -1.743 -1.563
Cl -0.916 -2.762 0.075
O -0.303 -1.134 -2.236
H 3.321 -0.333 1.298
H 3.771 -2.217 1.662
H 1.945 -1.609 1.534
H 3.783 -1.034 -3.723
H 3.755 -2.770 -4.467
H 2.356 -1.548 -4.847
H 1.303 0.006 -3.083
H 0.395 1.143 -1.815
H 3.654 2.351 -3.259
H 2.034 4.028 -1.084
H -1.705 0.007 0.815
H -1.542 0.878 -0.779
H -3.419 -1.007 -1.225
H -2.812 -1.850 -2.611
Br 5.083 -2.573 4.104
C 4.584 -0.805 4.760
C 3.293 -0.857 5.543
Br 1.753 -0.995 4.355
H 4.539 -0.143 3.891
H 5.414 -0.497 5.404
H 3.141 0.074 6.098
H 3.239 -1.701 6.236
C -4.942 0.732 -4.654
O -4.388 1.165 -3.414
C -4.535 2.573 -3.216
C -5.701 2.885 -2.273
O -6.955 2.517 -2.857
C -7.441 1.277 -2.358
H -5.029 -0.357 -4.627
H -5.932 1.157 -4.831
H -4.268 1.011 -5.472
H -4.655 3.092 -4.175
H -3.608 2.930 -2.756
H -5.734 3.966 -2.100
H -5.566 2.394 -1.301
H -7.847 1.419 -1.352
H -6.662 0.510 -2.335
H -8.244 0.934 -3.015
Al -6.344 3.666 -4.311
C -2.051 5.058 0.278
C -1.988 6.356 -0.027
C -2.972 7.328 0.524
O -2.878 8.518 0.241
C -4.038 6.811 1.395
C -4.103 5.513 1.697
C -3.103 4.545 1.168
O -3.178 3.361 1.478
O -5.104 5.019 2.513
O -1.004 6.845 -0.866
H -1.341 4.341 -0.114
H -4.758 7.526 1.774
H -4.934 4.054 2.582
H -1.171 7.811 -0.929
B 9.255 -5.909 2.925
O 10.192 -5.494 1.876
C 11.269 -4.990 2.493
O 12.247 -4.550 1.911
C 11.089 -5.051 3.920
O 11.886 -4.672 4.762
O 9.897 -5.594 4.206
O 7.975 -5.206 2.793
C 7.031 -6.144 2.632
O 5.844 -5.902 2.490
C 7.633 -7.451 2.652
O 7.046 -8.514 2.530
O 8.958 -7.341 2.826
C -7.329 1.029 -7.779
Br -6.661 -0.726 -8.286
Br -8.204 0.997 -6.042
Br -5.937 2.385 -7.864
H -8.091 1.306 -8.516
C -2.643 -2.419 6.151
F -2.787 -3.703 5.688
F -3.549 -2.288 7.172
F -1.406 -2.374 6.743
S -2.858 -1.133 4.812
O -4.221 -1.327 4.297
O -1.818 -1.424 3.816
O -2.673 0.163 5.479
O -9.780 -2.874 -2.492
V -8.144 -2.339 -2.138
O -6.509 -1.804 -1.784
Br -9.080 -1.003 -7.694
F 9.079 2.159 3.332
Al 8.020 0.874 4.018
F 8.838 -0.723 3.864
F 6.459 0.838 3.121
F 7.705 1.221 5.757
*
```

***

(4)
C24H33AlClI2P3 | ωB97M-V with the def2-TZVPD basis set

Summary:
frontier orbital gap: 6.2 eV
energy relative to the best compared isomer or geometry (same formula, charge and spin): 24.4 kcal/mol

The geometry in ORCA input format:
```
! wB97M-V def2-TZVPD RIJCOSX def2/J DEFGRID3
* xyz 2 1
I 0.196 2.220 0.259
I 0.098 -1.305 1.146
Al -0.066 0.246 -1.556
P -2.438 0.055 -0.930
C -3.001 0.236 0.810
C -3.357 1.400 -1.762
H -4.425 1.141 -1.824
H -4.369 -1.296 -1.577
H -2.953 1.546 -2.772
H -2.866 -1.814 -2.411
H -2.609 1.176 1.227
H -3.233 2.329 -1.194
C -3.289 -1.477 -1.455
H -4.097 0.240 0.857
H -3.131 -2.259 -0.701
H -2.622 -0.599 1.419
P 2.436 0.062 -0.900
C 3.145 0.164 0.801
C 3.373 -1.371 -1.546
H 2.928 1.626 -2.690
H 4.395 1.211 -1.735
H 3.175 2.365 -1.083
C 3.324 1.460 -1.682
H 2.970 -1.662 -2.522
H 4.430 -1.081 -1.651
H 4.237 0.236 0.748
H 2.868 -0.730 1.377
H 3.289 -2.216 -0.853
H 2.746 1.050 1.309
Cl 0.071 -0.071 -3.655
C -0.661 4.416 4.041
C 0.618 3.878 3.891
C 0.789 2.502 3.802
C -0.317 1.627 3.893
C -1.608 2.190 4.030
C -1.771 3.573 4.120
P -0.076 -0.145 3.566
C 1.358 -0.731 4.492
C 1.834 -2.028 4.193
C 3.075 -2.446 4.671
C 3.810 -1.624 5.522
C 3.315 -0.359 5.870
C 2.075 0.079 5.391
C -1.443 -0.965 4.432
C -2.033 -2.100 3.852
C -3.062 -2.760 4.501
C -3.488 -2.312 5.756
C -2.923 -1.171 6.332
C -1.873 -0.503 5.691
H -0.787 5.498 4.077
H 1.498 4.525 3.828
H 1.791 2.089 3.678
H -2.493 1.556 4.071
H -2.767 4.002 4.243
H 1.254 -2.685 3.543
H 3.484 -3.398 4.330
H 4.779 -1.953 5.899
H 3.908 0.316 6.489
H 1.710 1.068 5.684
H -1.688 -2.450 2.871
H -3.557 -3.599 4.011
H -4.278 -2.849 6.275
H -3.311 -0.769 7.269
H -1.438 0.383 6.152
*
```

***

(5)
C24H33As3BrMnN3O8 | ωB97M-V with the def2-TZVPD basis set

Summary:
<S²>: 8.7550
frontier orbital gap (spin up / spin down): 7.3 / 7.6 eV

The geometry in ORCA input format:
```
! wB97M-V def2-TZVPD RIJCOSX def2/J DEFGRID3
* xyz 0 6
Mn -0.479 -1.515 -0.166
C 0.695 -0.265 -3.892
As -0.273 0.092 -2.250
C -2.020 0.528 -2.978
C 0.541 1.823 -1.821
C 0.174 2.576 -0.518
C 0.540 4.044 -0.794
C 1.037 2.111 0.664
As 0.997 0.221 1.211
C 0.413 0.262 3.058
C 2.905 -0.059 1.462
C -1.329 2.417 -0.250
As -2.435 3.450 1.060
C -1.276 4.774 1.935
C -2.386 2.173 2.545
H 0.518 0.541 -4.603
H 0.348 -1.205 -4.315
H 1.763 -0.335 -3.681
H -1.959 1.425 -3.593
H -2.742 0.664 -2.178
H -2.336 -0.317 -3.587
H 0.293 2.460 -2.675
H 1.623 1.656 -1.864
H 1.539 4.109 -1.232
H 0.537 4.641 0.112
H -0.166 4.488 -1.501
H 0.797 2.702 1.550
H 2.086 2.315 0.431
H 0.853 1.107 3.584
H 0.737 -0.668 3.524
H -0.672 0.303 3.089
H 3.300 0.680 2.158
H 3.410 0.042 0.502
H 3.078 -1.059 1.857
H -1.548 1.376 0.018
H -1.852 2.603 -1.192
H -1.123 5.645 1.302
H -0.316 4.375 2.260
H -1.833 5.091 2.818
H -2.649 1.180 2.185
H -3.114 2.485 3.293
H -1.399 2.138 3.006
Br -8.035 -1.955 -1.144
C -6.679 -1.426 0.055
C -7.026 -0.861 1.275
N -6.126 -0.470 2.171
C -4.841 -0.630 1.865
C -4.404 -1.177 0.666
C -5.347 -1.593 -0.264
C -2.946 -1.319 0.373
O -2.096 -0.863 1.194
O -2.586 -1.869 -0.702
H -8.071 -0.728 1.531
H -4.115 -0.324 2.608
H -5.030 -2.033 -1.200
O 1.389 -4.814 1.465
C 1.402 -3.932 0.632
O 0.421 -3.201 0.244
C 2.730 -3.515 0.018
C 3.878 -4.254 0.280
C 5.077 -3.840 -0.267
C 5.206 -2.709 -1.056
C 4.044 -1.998 -1.272
C 2.819 -2.380 -0.769
N 4.109 -0.749 -2.068
O 5.121 -0.525 -2.690
O 3.104 -0.053 -2.099
N 6.301 -4.633 0.008
O 7.332 -4.257 -0.510
O 6.176 -5.641 0.666
H 3.815 -5.133 0.904
H 6.157 -2.404 -1.461
H 1.943 -1.788 -0.987
*
```

***

(6)
C24H33BN2O15P | ωB97M-V with the def2-TZVPD basis set

Summary:
frontier orbital gap: 7.6 eV

The geometry in ORCA input format:
```
! wB97M-V def2-TZVPD RIJCOSX def2/J DEFGRID3
* xyz 1 1
C -0.695 -2.561 -0.151
C -1.256 -1.986 -1.039
C -1.867 -0.938 -1.762
C -1.085 -0.198 -2.596
C 0.377 -0.434 -2.811
O 1.172 0.445 -2.728
O 0.828 -1.660 -3.097
N -0.168 -2.446 -3.758
C -1.678 0.819 -3.245
O -0.974 1.627 -4.064
B -0.435 2.691 -3.322
O 0.745 3.253 -3.696
O -1.078 3.182 -2.196
C -2.960 1.048 -3.069
N -3.700 0.320 -2.275
P -5.441 0.747 -2.071
C -5.448 2.465 -1.443
C -6.343 0.584 -3.666
C -3.184 -0.685 -1.602
C -3.960 -1.533 -0.659
C -4.059 -3.007 -1.082
O -4.160 -3.822 -0.225
H -0.246 -3.160 0.595
H -0.349 -3.228 -3.133
H 0.324 -2.870 -4.536
H 1.404 3.036 -3.034
H -0.641 2.833 -1.413
H -3.398 1.878 -3.594
H -6.317 2.600 -0.811
H -5.346 3.242 -2.198
H -4.589 2.549 -0.776
H -6.693 1.523 -4.090
H -5.790 0.027 -4.421
H -7.217 -0.021 -3.445
H -4.973 -1.182 -0.502
H -3.488 -1.494 0.315
H -4.062 -3.322 -2.142
C 4.163 0.701 -2.495
C 5.476 1.100 -1.862
C 6.565 0.065 -2.014
O 7.365 0.290 -0.851
C 6.561 0.822 0.097
O 6.861 0.939 1.237
O 5.365 1.199 -0.431
H 3.451 1.523 -2.461
H 4.312 0.421 -3.538
H 3.704 -0.131 -1.963
H 5.798 2.072 -2.243
H 7.154 0.206 -2.917
H 6.189 -0.961 -1.990
C -2.358 0.298 5.363
C -1.977 0.128 3.914
C -1.080 1.208 3.383
O -1.456 1.248 1.976
C -2.729 0.817 1.904
O -3.447 0.911 0.950
O -3.130 0.262 3.058
H -2.916 -0.569 5.714
H -1.472 0.414 5.986
H -3.007 1.165 5.494
H -1.544 -0.862 3.752
H -0.027 0.961 3.522
H -1.278 2.189 3.820
C 4.714 -2.726 4.497
C 3.903 -1.598 3.906
C 4.354 -0.225 4.334
O 3.130 0.524 4.276
C 2.123 -0.341 4.467
O 0.996 -0.011 4.682
O 2.544 -1.621 4.390
H 4.410 -3.680 4.065
H 5.777 -2.586 4.306
H 4.548 -2.800 5.571
H 3.876 -1.683 2.816
H 5.098 0.203 3.668
H 4.734 -0.194 5.357
*
```

***

Short version: DFT total energy = -1810.97436, -1158.23321, -21821.26189, -3256.03178, -12132.75728, -2538.46069 Eh, in the order given.